1.
DFT (ωB97M-V/def2-TZVPD) results for a cluster of 3 separate species, C27H21Cl2F2NS in total.

Cartesian coordinates (Å):
C (5.75303, -2.48543, 1.22129)
C (5.67703, -1.23134, 0.36430)
Cl (6.77238, 0.09471, 0.72656)
C (4.80810, -1.12925, -0.64473)
Cl (4.78827, 0.37075, -1.59907)
C (3.81303, -2.16217, -1.03201)
C (3.91648, -2.94344, -2.18594)
C (2.93993, -3.86500, -2.50489)
C (1.83346, -4.07217, -1.67385)
C (1.70389, -3.31001, -0.52143)
C (2.69497, -2.36636, -0.22591)
S (2.41335, -1.39561, 1.26349)
C (0.63959, -1.14381, 1.10883)
C (0.05860, 0.05982, 1.40224)
C (-1.37545, 0.21688, 1.23307)
C (-2.06484, -0.87470, 0.76846)
C (-1.44388, -2.10324, 0.48463)
C (-0.08443, -2.25954, 0.63826)
N (0.55593, -3.51261, 0.33001)
H (6.68875, -2.49079, 1.79994)
H (5.75934, -3.39822, 0.61410)
H (4.91533, -2.45351, 1.93521)
H (4.76937, -2.78064, -2.84784)
H (2.98781, -4.46336, -3.41617)
H (1.05792, -4.79533, -1.93028)
H (0.70553, 0.87074, 1.74721)
H (-1.79622, 1.19265, 1.45273)
H (-3.14402, -0.78345, 0.61871)
H (-2.07562, -2.92508, 0.14079)
H (0.88910, -3.91420, 1.20982)
F (-4.12196, 1.34719, 1.96957)
C (-4.48588, 2.53006, 2.50226)
C (-4.41356, 3.66767, 1.72284)
C (-4.79245, 4.88526, 2.27019)
C (-5.22727, 4.95029, 3.58771)
C (-5.28890, 3.79657, 4.35811)
C (-4.92088, 2.57519, 3.81190)
H (-4.06409, 3.59634, 0.70039)
H (-4.74782, 5.78375, 1.66868)
H (-5.51836, 5.90197, 4.01374)
H (-5.62380, 3.84762, 5.38595)
H (-4.96976, 1.66361, 4.39334)
F (-2.08082, 2.03040, -1.03018)
C (-1.28879, 1.66381, -2.05644)
C (-0.06900, 1.08999, -1.77267)
C (0.74639, 0.70057, -2.82759)
C (0.33666, 0.90316, -4.13933)
C (-0.89449, 1.48947, -4.40170)
C (-1.71886, 1.86836, -3.35262)
H (0.20330, 0.95347, -0.74253)
H (1.70507, 0.23810, -2.62421)
H (0.97860, 0.60217, -4.95762)
H (-1.21324, 1.65079, -5.42346)
H (-2.68685, 2.31789, -3.53384)

Its SMILES is C/C(Cl)=C(/Cl)c1cccc2c1Sc1ccccc1N2.Fc1ccccc1.Fc1ccccc1. The gap between HOMO and LUMO is 9.0 eV. The value obtained for the energy above the lowest of the compared OMol25 structures with the same formula, charge and spin is 0.0 kcal/mol.

Taken from the Mulliken analysis, the atomic charges in e are: number 1, C, carries -1.0965; number 2, C, carries 0.4675; number 3, Cl, carries -0.2171; number 4, C, carries -0.5586; number 5, Cl, carries -0.1981; number 6, C, carries 0.5015; number 7, C, carries -0.3419; number 8, C, carries -0.6845; number 9, C, carries -0.3432; number 10, C, carries -0.3538; number 11, C, carries 0.7545; number 12, S, carries -0.3027; number 13, C, carries 0.6647; number 14, C, carries -0.8169; number 15, C, carries -0.1263; number 16, C, carries -0.2786; number 17, C, carries -0.4323; number 18, C, carries -0.3335; number 19, N, carries -0.4398; number 20, H, carries 0.3817; number 21, H, carries 0.3070; number 22, H, carries 0.2859; number 23, H, carries 0.4789; number 24, H, carries 0.3783; number 25, H, carries 0.4552; number 26, H, carries 0.3558; number 27, H, carries 0.3550; number 28, H, carries 0.3998; number 29, H, carries 0.4100; number 30, H, carries 0.3262; number 31, F, carries -0.2196; number 32, C, carries 0.3577; number 33, C, carries -0.2718; number 34, C, carries -0.4237; number 35, C, carries -0.5277; number 36, C, carries -0.3623; number 37, C, carries -0.4955; number 38, H, carries 0.4608; number 39, H, carries 0.3635; number 40, H, carries 0.3642; number 41, H, carries 0.3573; number 42, H, carries 0.4110; number 43, F, carries -0.1734; number 44, C, carries 0.2650; number 45, C, carries -0.2150; number 46, C, carries -0.3625; number 47, C, carries -0.7050; number 48, C, carries -0.3382; number 49, C, carries -0.6055; number 50, H, carries 0.4920; number 51, H, carries 0.4488; number 52, H, carries 0.4018; number 53, H, carries 0.3669; number 54, H, carries 0.4131



2.
DFT (ωB97M-V/def2-TZVPD) results for a structure of composition C13H23I2OP2PtS.

Cartesian coordinates (Å):
I (-0.50483, -3.41342, -0.62239)
I (-0.23118, -0.84259, -2.85198)
Pt (1.39665, 0.80460, 2.03628)
P (3.19126, -0.00494, 0.07853)
C (3.85129, 0.39966, 1.79746)
C (4.18060, -1.64563, -0.72069)
H (5.28107, -1.79425, -0.76619)
H (4.57708, 1.65002, -1.64493)
H (3.87214, -1.83418, -1.77011)
H (3.01783, 1.04357, -2.22235)
H (3.35407, -0.46099, 2.39840)
H (3.83481, -2.53385, -0.16057)
C (3.57597, 1.26973, -1.25051)
H (4.76672, 0.49218, 2.42985)
H (3.08111, 2.22786, -0.91970)
H (3.28659, 1.18922, 2.27168)
P (-1.79829, -2.47220, -2.53908)
C (-2.90696, -2.06693, -1.07790)
C (-2.92507, -2.15281, -3.85847)
H (-0.12507, -3.92365, -3.80423)
H (-1.78491, -4.17736, -4.25189)
H (-0.98893, -5.06142, -2.95883)
C (-1.13283, -4.05189, -3.37252)
H (-2.28118, -2.05099, -4.72000)
H (-3.59693, -3.01645, -3.88765)
H (-3.87538, -2.54705, -1.37264)
H (-3.05943, -1.00378, -0.86584)
H (-3.39937, -1.22180, -3.75635)
H (-2.86911, -2.45808, -0.02662)
C (-0.39978, 0.15244, 1.47729)
O (-1.53889, -0.19608, 1.37225)
S (0.83537, 3.06408, 0.94013)
C (-0.48079, 3.26617, 2.03122)
C (-1.72370, 3.91499, 1.68502)
C (-2.74509, 3.93443, 2.66279)
C (-2.53567, 3.39303, 3.96316)
C (-1.33522, 2.73944, 4.26420)
C (-0.28337, 2.72027, 3.34719)
H (-1.91314, 4.36292, 0.70815)
H (-3.79533, 4.39633, 2.42382)
H (-3.37804, 3.40285, 4.73142)
H (-1.14326, 2.22784, 5.25195)
H (0.64916, 2.27873, 3.55069)

The total charge is +3. The gap between HOMO and LUMO (spin up / spin down) is 7.9 / 5.3 eV. The value obtained for the energy above the lowest of the compared OMol25 structures with the same formula, charge and spin is 160.1 kcal/mol. The spin multiplicity is 5.

Taken from the Mulliken analysis, the atomic charges in e are: number 1, I, carries 0.1075; number 2, I, carries 0.2514; number 3, Pt, carries 0.7363; number 4, P, carries 0.4156; number 5, C, carries -1.1490; number 6, C, carries -0.9752; number 7, H, carries 0.3822; number 8, H, carries 0.3874; number 9, H, carries 0.3397; number 10, H, carries 0.2928; number 11, H, carries 0.4461; number 12, H, carries 0.3375; number 13, C, carries -0.7495; number 14, H, carries 0.4062; number 15, H, carries 0.1351; number 16, H, carries 0.4096; number 17, P, carries 0.7212; number 18, C, carries -1.3245; number 19, C, carries -1.6128; number 20, H, carries 0.4503; number 21, H, carries 0.3536; number 22, H, carries 0.4682; number 23, C, carries -1.2338; number 24, H, carries 0.5472; number 25, H, carries 0.4941; number 26, H, carries 0.3783; number 27, H, carries 0.4338; number 28, H, carries 0.4547; number 29, H, carries 0.5017; number 30, C, carries 0.3840; number 31, O, carries -0.2737; number 32, S, carries -0.1097; number 33, C, carries 0.7231; number 34, C, carries -0.5534; number 35, C, carries -0.3035; number 36, C, carries -0.3958; number 37, C, carries -0.4396; number 38, C, carries -0.7189; number 39, H, carries 0.4580; number 40, H, carries 0.3463; number 41, H, carries 0.3786; number 42, H, carries 0.3849; number 43, H, carries 0.7141



3.
DFT (ωB97M-V/def2-TZVPD) results for a cluster of 2 separate species, CHClF2N2 in total.

Cartesian coordinates (Å):
C (-0.69240, 0.07458, 0.11778)
N (-1.07416, -0.95324, 0.60305)
N (1.47039, -0.21504, -0.05880)
F (1.87622, 1.00458, 0.43379)
F (1.44474, -0.00130, -1.39821)
Cl (-1.03094, 1.54986, -0.33366)
H (-1.99384, -1.45945, 0.63605)

The gap between HOMO and LUMO (spin up / spin down) is 8.7 / 8.3 eV. The value obtained for the energy above the lowest of the compared OMol25 structures with the same formula, charge and spin is 54.2 kcal/mol.

Taken from the Mulliken analysis, the atomic charges in e are: number 1, C, carries 0.5015; number 2, N, carries -0.3595; number 3, N, carries -0.0747; number 4, F, carries -0.1557; number 5, F, carries -0.1413; number 6, Cl, carries -0.0615; number 7, H, carries 0.2912